(a)
A 2-piece molecular cluster, H5NO overall. Source: the Open Molecules 2025 dataset; level of theory: ωB97M-V/def2-TZVPD.

Each line ends with the natural charge from an NBO analysis.
Atoms and positions in Å:
N: -0.4612 -0.9862 -1.1221  -1.082
H: -0.5609 -0.1105 -1.6498  0.347
H: -1.3919 -1.1489 -0.6897  0.353
H: 0.2021 -0.5965 -0.4443  0.377
O: 0.5072 0.9301 1.0018  -0.951
H: 1.4319 1.2654 1.0226  0.479
H: 0.2729 0.6465 1.8814  0.478

Frontier orbital gap, eV: 10.4
Spin multiplicity: 1
SMILES: N.O
HOMO, hartree: -0.3565
Net charge: 0



(b)
A 2-piece molecular cluster, H5NO overall. Source: the Open Molecules 2025 dataset; level of theory: ωB97M-V/def2-TZVPD.

Each line ends with the natural charge from an NBO analysis.
Atoms and positions in Å:
N: 0.0000 0.0000 0.0000  -1.082
H: 0.5840 -0.6388 -0.5492  0.365
H: 0.3830 0.9416 -0.1318  0.356
H: -0.9314 -0.0054 -0.4279  0.364
O: 0.3990 1.2089 3.3623  -0.948
H: -0.0801 2.0684 3.3653  0.464
H: 0.4626 0.9636 2.4115  0.482

Frontier orbital gap, eV: 11.5
Spin multiplicity: 1
SMILES: N.O
HOMO, hartree: -0.3909
Net charge: 0



Quick one: most stable of them? (b)



(a)
An isolated ion of composition C4H9N and charge -1. Source: the Open Molecules 2025 dataset; level of theory: ωB97M-V/def2-TZVPD.

Each line ends with the natural charge from an NBO analysis.
Atoms and positions in Å:
N: 2.0890 -0.7254 -0.0055  -0.990
C: 1.1421 -0.2508 1.0334  -0.632
C: -1.9940 0.6105 -1.0636  -0.658
C: -0.7203 0.7296 -0.2798  -0.270
C: -0.2685 -0.2269 0.5445  -0.282
H: 3.0371 -0.4934 0.2994  0.283
H: 1.9644 -1.7264 -0.1336  0.315
H: 1.4730 0.7487 1.3149  0.162
H: 1.2268 -0.8648 1.9302  0.139
H: -2.8029 0.1032 -0.5238  0.199
H: -2.4639 1.5663 -1.3186  0.190
H: -1.7749 0.1111 -2.0167  0.189
H: -0.0103 1.4852 -0.5928  0.182
H: -0.8976 -1.0669 0.8120  0.171

Frontier orbital gap (alpha / beta), eV: 2.8 / 8.8
Spin multiplicity: 2
HOMO (alpha / beta), hartree: 0.0532 / -0.1741
Net charge: -1



(b)
An isolated ion of composition C4H9N and charge -1. Source: the Open Molecules 2025 dataset; level of theory: ωB97M-V/def2-TZVPD.

Each line ends with the natural charge from an NBO analysis.
Atoms and positions in Å:
C: -0.0204 1.1550 -0.9163  -0.736
C: 0.3674 -0.2334 -0.5173  0.156
C: 0.8875 -1.1118 -1.3901  -0.618
C: -0.7625 0.0304 1.7000  -1.017
N: 0.2408 -0.5383 0.8204  -0.631
H: -1.0920 1.2647 -1.0850  0.215
H: 0.4523 1.4456 -1.8551  0.204
H: 0.2979 1.8747 -0.1671  0.212
H: 1.0998 -0.8371 -2.4130  0.182
H: 1.1315 -2.1349 -1.1552  0.179
H: -1.7550 -0.3895 1.5175  0.150
H: -0.8125 1.1144 1.6227  0.178
H: -0.5345 -0.1653 2.7528  0.163
H: 0.4997 -1.4744 1.0856  0.361

Frontier orbital gap (alpha / beta), eV: 2.9 / 8.2
Spin multiplicity: 2
HOMO (alpha / beta), hartree: 0.0535 / -0.1483
Net charge: -1



Quick one: most stable of them? (b)



(a)
A 2-piece molecular cluster, CH4NO2S overall. Source: the Open Molecules 2025 dataset; level of theory: ωB97M-V/def2-TZVPD.

Each line ends with the natural charge from an NBO analysis.
Atoms and positions in Å:
C: -0.8119 1.6346 0.1095  -0.973
N: 1.7251 -1.1099 0.0521  -1.088
O: -1.2696 -0.5656 -1.2394  -0.969
O: -1.1942 -0.7045 1.2229  -0.969
S: -0.6907 -0.0623 0.0082  1.999
H: -0.2570 2.0097 0.9617  0.194
H: -0.4921 2.0927 -0.8200  0.190
H: 1.5957 -1.4078 -0.9160  0.307
H: 1.3947 -1.8869 0.6209  0.310

Frontier orbital gap (alpha / beta), eV: 7.1 / 7.8
Spin multiplicity: 1
HOMO (alpha / beta), hartree: -0.1192 / -0.1467
Net charge: -1



(b)
A 2-piece molecular cluster, CH4NO2S overall. Source: the Open Molecules 2025 dataset; level of theory: ωB97M-V/def2-TZVPD.

Each line ends with the natural charge from an NBO analysis.
Atoms and positions in Å:
C: 0.1324 -1.5538 0.7505  -0.921
N: -1.5726 1.3440 -0.8728  -0.820
O: 2.1240 -0.5723 -0.6235  -1.004
O: 1.3128 0.8492 1.2420  -1.000
S: 0.9952 -0.1225 0.1690  1.740
H: -0.9571 -1.2934 0.9954  0.202
H: 0.4987 -2.3398 0.0572  0.195
H: -0.9758 1.6927 -1.6591  0.302
H: -1.5577 1.9958 -0.0587  0.305

Frontier orbital gap (alpha / beta), eV: 5.9 / 7.2
Spin multiplicity: 1
HOMO (alpha / beta), hartree: -0.0985 / -0.1263
Net charge: -1



Quick one: most stable of them? (a)



(a)
A 2-piece molecular cluster, C6H7N3O overall. Source: the Open Molecules 2025 dataset; level of theory: ωB97M-V/def2-TZVPD.

Each line ends with the natural charge from an NBO analysis.
Atoms and positions in Å:
O: 1.0782 -1.9637 0.3616  -0.576
C: 0.1831 -1.4475 1.0132  0.410
C: -0.8839 -0.6914 0.4293  -0.065
C: -1.8552 0.2021 0.8318  -0.018
N: -2.6287 0.4893 -0.1802  -0.459
C: -2.2246 -0.1529 -1.2490  0.195
N: -1.1149 -0.8851 -0.9460  -0.478
H: 0.1505 -1.6012 2.1551  0.138
H: -2.1942 0.6186 1.7746  0.224
H: -2.5739 0.0872 -2.2149  0.209
H: -0.5289 -1.4772 -1.3637  0.421
C: 1.5443 1.1182 0.5942  -0.666
C: 2.0188 0.3646 -0.3192  0.427
N: 2.7548 -0.0415 -1.1853  -0.622
H: 1.7953 1.1068 1.6577  0.243
H: 0.6294 1.6173 0.4407  0.235
H: 2.6445 -1.0501 -1.4673  0.383

Frontier orbital gap, eV: 8.7
Spin multiplicity: 1
SMILES: O=Cc1cnc[nH]1.C=C=N
HOMO, hartree: -0.3235
Net charge: 0



(b)
One molecule with the formula C6H7N3O. Source: the Open Molecules 2025 dataset; level of theory: ωB97M-V/def2-TZVPD.

Each line ends with the natural charge from an NBO analysis.
Atoms and positions in Å:
N: 1.9964 1.7845 -2.1885  -0.797
C: 1.5545 0.8097 -1.4862  0.765
O: 1.7992 -0.4022 -1.6630  -0.652
N: 0.6658 1.1629 -0.4402  -0.661
C: -0.1136 0.2262 0.3018  0.379
C: -0.6460 -0.9184 -0.3528  -0.255
C: -1.4153 -1.7722 0.5457  -0.110
C: -1.5867 -1.3870 1.8389  -0.300
C: -1.0647 -0.2096 2.2603  0.078
N: -0.3042 0.5932 1.5595  -0.474
H: 1.4858 2.6293 -2.2685  0.407
H: 2.3533 1.2861 -3.1471  0.422
H: 0.9775 1.6960 0.2363  0.391
H: -0.4943 -1.0149 -1.3530  0.230
H: -1.7442 -2.6342 0.3151  0.189
H: -2.2209 -1.8279 2.4390  0.205
H: -1.2428 -0.0215 3.4028  0.182

Frontier orbital gap, eV: 9.5
Spin multiplicity: 1
SMILES: NC(=O)Nc1ccccn1
HOMO, hartree: -0.3200
Net charge: 0



Quick one: most stable of them? (b)



(a)
One molecule with the formula C6H7N3O. Source: the Open Molecules 2025 dataset; level of theory: ωB97M-V/def2-TZVPD.

Each line ends with the natural charge from an NBO analysis.
Atoms and positions in Å:
N: 1.7958 -0.3002 -1.7867  -0.612
N: 0.5901 -0.5090 -2.2221  -0.467
C: -0.5955 -0.5515 -1.5135  0.665
O: -1.6031 -0.9999 -1.9489  -0.577
C: -0.4800 -0.0439 0.0079  -0.114
C: 0.1748 1.0653 0.3217  -0.265
C: 0.1717 1.4693 1.6943  0.088
N: -0.3530 0.7533 2.6093  -0.430
C: -1.0096 -0.4414 2.3201  0.045
C: -1.0839 -0.8938 0.9637  -0.229
H: 1.7352 -0.6204 -0.9835  0.346
H: 2.0115 0.6916 -2.0836  0.365
H: 0.4516 -1.3143 -2.8583  0.367
H: 0.5049 1.7845 -0.2427  0.207
H: 0.9155 2.4435 1.8987  0.181
H: -1.5703 -0.6994 3.0573  0.185
H: -1.6557 -1.8337 0.7666  0.246

Frontier orbital gap, eV: 10.0
Spin multiplicity: 1
SMILES: NNC(=O)c1ccncc1
HOMO, hartree: -0.3479
Net charge: 0



(b)
One molecule with the formula C6H7N3O. Source: the Open Molecules 2025 dataset; level of theory: ωB97M-V/def2-TZVPD.

Each line ends with the natural charge from an NBO analysis.
Atoms and positions in Å:
C: -2.9114 0.7978 1.4697  -0.734
C: -1.7839 0.0116 0.8123  0.682
O: -1.9376 -1.1770 0.4133  -0.615
N: -0.5391 0.6044 0.7200  -0.625
C: 0.5685 0.1403 -0.0276  0.547
N: 0.1850 -0.1395 -1.3251  -0.396
C: 1.2397 -0.6401 -2.0355  0.106
C: 2.5357 -0.9163 -1.5427  -0.315
C: 2.6373 -0.5622 -0.1616  0.096
N: 1.6377 -0.0468 0.5344  -0.458
H: -2.8868 1.7554 1.0068  0.239
H: -3.7458 0.0463 1.6833  0.275
H: -2.5006 1.2486 2.3987  0.232
H: -0.6259 1.4711 0.7963  0.363
H: 1.0506 -0.9245 -2.8660  0.154
H: 3.3552 -1.1545 -2.3014  0.246
H: 3.7212 -0.5148 0.4249  0.204

Frontier orbital gap, eV: 9.9
Spin multiplicity: 1
SMILES: CC(=O)Nc1ncccn1
HOMO, hartree: -0.3516
Net charge: 0



(c)
One molecule with the formula C6H7N3O. Source: the Open Molecules 2025 dataset; level of theory: ωB97M-V/def2-TZVPD.

Each line ends with the natural charge from an NBO analysis.
Atoms and positions in Å:
C: -2.7537 2.9068 -0.5210  0.131
C: -2.0330 0.0390 1.4721  0.320
C: -2.7888 1.6100 -0.1486  0.174
C: -0.1373 0.1499 0.0608  0.286
C: 1.9091 -0.1021 -1.3024  -0.400
C: 1.4732 -1.7795 0.3618  -0.457
N: -2.8348 3.9434 -0.9979  -0.250
N: -2.6187 0.9804 0.9067  -0.330
N: 0.9431 -0.5716 -0.3028  -0.438
O: -0.7969 -0.4353 1.0643  -0.514
H: -2.2280 -0.4627 2.3847  0.194
H: 2.2514 -0.9972 -1.8094  0.202
H: 1.4663 0.8307 -1.7646  0.244
H: 2.8121 0.1503 -0.8565  0.190
H: 1.3165 -1.9119 1.4067  0.236
H: 1.3523 -2.6258 -0.3964  0.217
H: 2.6669 -1.7245 0.4426  0.195

Frontier orbital gap, eV: 7.7
Spin multiplicity: 1
HOMO, hartree: -0.3006
Net charge: 0



Quick one: most stable of them? (b)